1.
Formula: C38H39F2FeN7O
Source: the OMol25 dataset
Level of theory: ωB97M-V/def2-TZVPD

```
88
C38H39F2FeN7O ωB97M-V/def2-TZVPD
Fe -0.495 0.006 0.596
F -2.948 -4.954 0.579
F -3.139 -2.695 4.657
O 1.334 0.405 -0.253
N -1.829 1.431 -0.258
N 3.127 -3.310 0.418
N -0.494 -1.901 -0.950
N 1.528 -2.040 1.234
N -0.406 1.171 2.488
N -0.341 0.883 -2.634
N 0.750 2.494 -4.199
C 2.645 -2.035 0.544
C -1.455 1.822 3.081
C -1.186 -3.733 -2.880
C 3.337 -0.868 -0.008
C -2.663 -3.808 1.285
C 0.138 1.622 -3.379
C 0.227 2.546 -5.566
C -1.447 -2.802 -0.682
C -2.038 -1.635 2.836
C -1.651 -1.615 1.488
C -0.206 3.342 -0.036
C 1.278 -3.343 1.570
C 0.712 1.516 3.200
C 2.595 0.316 -0.334
C -2.554 3.400 -1.100
C 3.365 1.406 -0.846
C -2.876 1.696 2.613
C 0.388 2.380 4.232
C -1.015 2.578 4.155
C 2.077 1.006 2.852
C -1.976 -2.748 0.704
C -3.076 -3.815 2.601
C -3.562 2.423 -1.319
C 2.854 3.045 -5.332
C -3.071 1.241 -0.791
C -0.131 -2.862 -3.099
C 4.728 1.338 -1.014
C -1.517 2.747 -0.453
C 0.158 -1.944 -2.102
C -3.751 -0.090 -0.783
C 5.435 0.174 -0.692
C 2.256 -4.155 1.077
C 4.719 -0.900 -0.188
C -1.853 -3.710 -1.669
C -2.743 -2.699 3.348
C 1.054 1.650 -6.478
C 2.515 2.143 -6.528
C 2.217 2.549 -4.045
H 6.512 0.123 -0.794
H -3.548 1.593 3.472
H -3.609 -4.655 3.023
H 3.935 3.091 -5.189
H 5.267 -1.788 0.121
H 0.931 -1.195 -2.221
H 1.084 2.804 4.947
H 0.416 3.594 -0.906
H 2.606 1.558 -3.783
H -2.674 -4.383 -1.484
H 0.618 1.614 -7.479
H -1.782 -0.804 3.487
H 1.008 0.636 -6.074
H 2.610 1.664 2.155
H 5.261 2.204 -1.397
H 0.440 -2.874 -4.019
H -4.747 0.003 -1.225
H 2.695 2.696 -7.453
H 2.405 -5.220 1.117
H 2.457 3.210 -3.211
H 2.690 0.918 3.754
H 0.249 3.581 -5.919
H -4.528 2.556 -1.789
H 0.364 2.655 0.588
H 2.522 4.069 -5.523
H 3.192 1.286 -6.539
H -0.356 4.256 0.546
H -3.010 0.824 1.977
H 2.015 0.022 2.389
H -3.196 2.560 2.023
H -2.577 4.448 -1.369
H -0.816 2.240 -5.527
H -3.865 -0.495 0.227
H -1.639 3.179 4.804
H 0.403 -3.609 2.142
H 3.958 -3.570 -0.078
H -3.196 -0.835 -1.362
H -1.488 -4.437 -3.648
H 2.811 2.311 -1.072
```

Results
Spin multiplicity: 5
Lowest unoccupied orbital energy (spin up / spin down): 4.0 / 4.0 eV
⟨S²⟩: 6.01
Strongest force on any atom: 0.74 eV Å⁻¹
Molecular weight: 703.6 Da
Net charge: -2

Mulliken population analysis, charges in e, atoms 1 to 2: atom 1 (Fe): 0.799, atom 2 (F): -0.404

***

2.
Formula: C9H22F2N4O4S
Source: the OMol25 dataset
Level of theory: ωB97M-V/def2-TZVPD

```
42
C9H22F2N4O4S ωB97M-V/def2-TZVPD
S -0.895 -3.060 0.249
F 0.546 0.426 -0.534
F -0.585 -3.300 -1.262
O 0.007 -3.844 1.013
O -2.297 -3.245 0.418
O -1.671 1.672 2.282
O 2.027 -0.475 -3.298
N -0.543 -1.355 0.415
N 4.202 -0.319 -3.820
N 0.392 -1.256 1.465
N -2.948 2.442 3.956
C -2.273 1.448 3.320
C 3.058 0.179 -3.281
C -2.459 -0.831 -1.621
C -2.303 0.075 3.950
C 0.036 -0.811 -0.844
C -0.971 -0.657 -1.984
C -3.714 2.364 5.185
C 5.508 0.309 -3.891
C 3.117 1.557 -2.667
H 0.156 -0.471 2.052
H 1.347 -1.217 1.134
H 3.403 2.300 -3.413
H -3.049 -0.247 -2.322
H 0.872 -1.431 -1.174
H -4.751 2.647 5.001
H 5.819 0.414 -4.932
H 3.833 1.583 -1.845
H 4.094 -1.241 -4.212
H -0.733 -1.304 -2.821
H -3.696 1.356 5.585
H -2.759 -1.864 -1.782
H 6.247 -0.300 -3.368
H -2.687 -0.567 -0.597
H -2.889 3.331 3.486
H 5.486 1.293 -3.436
H 2.133 1.804 -2.282
H -0.847 0.356 -2.357
H -3.325 -0.297 4.019
H -1.862 0.104 4.947
H -3.297 3.042 5.932
H -1.729 -0.608 3.333
```

Results
Spin multiplicity: 1
Lowest unoccupied orbital energy: 0.7 eV
SMILES: CC[C@@H](F)N(N)S(=O)(=O)F.CNC(C)=O.CNC(C)=O
Strongest force on any atom: 1.89 eV Å⁻¹
Molecular weight: 320.4 Da

natural (NBO) population analysis, charges in e, atoms 1 to 2: atom 1 (S): 2.469, atom 2 (F): -0.353

***

3.
Formula: C20H60F6N4O8P
Source: the OMol25 dataset
Level of theory: ωB97M-V/def2-TZVPD

```
99
C20H60F6N4O8P ωB97M-V/def2-TZVPD
P 12.095 14.114 43.266
F 11.920 13.644 41.755
F 13.755 14.283 43.008
F 10.480 13.964 43.521
F 11.701 15.589 42.745
F 12.218 14.623 44.826
F 12.294 12.628 43.906
O 8.781 11.180 40.010
O 12.572 14.776 37.644
O 15.149 12.379 45.227
O 10.053 12.896 48.128
O 10.812 11.149 45.958
O 5.504 15.398 43.190
O 15.938 19.533 40.196
O 14.567 12.489 41.127
N 6.119 17.985 43.328
N 6.392 9.571 39.684
N 14.186 17.355 42.734
N 9.732 14.312 37.829
C 15.329 11.631 41.946
C 12.988 18.820 41.069
C 14.255 18.036 41.467
C 4.512 14.983 44.072
C 16.345 18.583 39.277
C 9.658 15.536 39.988
C 10.410 15.323 38.696
C 6.835 15.574 43.653
C 6.350 10.928 40.209
C 15.373 19.122 41.481
C 14.752 11.093 45.754
C 11.857 14.773 38.926
C 7.143 16.981 43.034
C 8.535 17.404 43.400
C 9.975 11.380 40.734
C 5.137 11.020 41.119
C 7.648 11.282 40.871
C 9.521 13.942 47.313
C 10.220 10.288 45.019
C 13.997 14.609 37.698
H 10.748 11.419 39.966
H 7.518 14.855 43.201
H 10.161 10.566 41.434
H 14.462 14.638 36.713
H 9.303 16.665 43.172
H 8.649 15.926 39.852
H 13.744 12.658 41.590
H 12.308 15.510 39.590
H 11.482 11.640 45.478
H 13.288 16.928 42.914
H 16.807 17.694 39.706
H 10.158 16.212 40.682
H 10.407 16.226 38.086
H 7.287 16.844 41.962
H 12.751 19.528 41.864
H 5.057 11.965 41.656
H 6.198 11.595 39.361
H 16.096 11.129 41.357
H 15.548 10.647 46.352
H 16.304 18.833 41.968
H 7.591 12.318 41.203
H 10.265 14.114 46.535
H 6.071 18.242 44.304
H 14.144 13.671 38.233
H 14.563 17.305 40.719
H 10.123 12.117 47.571
H 10.428 14.086 37.133
H 8.595 13.556 46.888
H 7.783 10.644 41.745
H 16.000 12.053 42.694
H 9.993 12.369 41.193
H 5.335 17.425 43.026
H 15.093 19.946 42.137
H 9.215 10.136 45.414
H 13.128 19.362 40.134
H 4.193 10.781 40.630
H 5.228 10.269 41.903
H 6.587 8.817 40.327
H 12.173 18.096 41.047
H 3.569 14.578 43.703
H 14.350 12.836 44.952
H 13.801 11.267 46.258
H 9.304 14.793 47.959
H 8.542 17.702 44.448
H 14.715 10.848 42.391
H 11.894 13.779 39.372
H 10.290 10.533 43.960
H 9.608 13.440 38.323
H 14.377 15.425 38.312
H 5.498 9.320 39.287
H 14.546 10.403 44.936
H 4.323 15.897 44.634
H 8.811 18.236 42.751
H 7.015 15.580 44.728
H 16.921 18.998 38.450
H 10.731 9.325 45.031
H 9.501 14.687 40.653
H 14.764 16.545 42.558
H 4.849 14.112 44.633
H 15.462 18.179 38.780
```

Results
Spin multiplicity: 1
Lowest unoccupied orbital energy: 2.3 eV
Strongest force on any atom: 2.68 eV Å⁻¹
Molecular weight: 629.7 Da
Net charge: -1

Mulliken population analysis, charges in e, atoms 1 to 2: atom 1 (P): 1.713, atom 2 (F): -0.537

***

4.
Formula: C17H21F3IO5S
Source: the OMol25 dataset
Level of theory: ωB97M-V/def2-TZVPD

```
48
C17H21F3IO5S ωB97M-V/def2-TZVPD
I -1.094 4.305 2.119
S 1.124 2.317 1.052
F 3.438 1.676 2.061
F 3.569 2.729 0.132
F 3.045 0.576 0.211
O -3.077 1.462 3.158
O -0.537 2.196 4.270
O 1.124 5.463 -2.928
O -3.234 1.965 0.952
O 0.036 0.364 3.088
C 1.393 -1.313 3.975
C -0.522 1.579 3.225
C -5.294 2.181 -0.175
C -1.474 1.901 -2.086
C -4.661 1.931 1.168
C 2.885 1.783 0.822
C 0.607 -0.089 4.340
C 0.553 6.148 -0.705
C -0.029 3.756 -1.364
C 0.787 1.466 -1.418
C -0.374 1.042 -2.054
C -2.568 1.803 2.113
C 0.771 2.721 -0.726
C -1.018 5.750 -2.728
C 0.299 5.248 -1.920
C -1.088 2.113 1.928
C -1.290 3.227 -1.675
H 2.196 -1.037 3.286
H 1.245 0.705 4.745
H -1.131 5.180 -3.658
H -2.178 3.869 -1.669
H -0.426 0.040 -2.473
H -4.930 3.109 -0.633
H -0.857 6.778 -3.056
H -2.442 1.571 -2.471
H 0.853 7.134 -1.070
H 1.832 -1.759 4.866
H -5.081 1.352 -0.859
H -1.944 5.707 -2.148
H -0.208 -0.291 5.046
H 1.354 5.731 -0.084
H 0.754 -2.054 3.488
H -6.376 2.256 -0.037
H -4.922 0.944 1.578
H 1.636 0.795 -1.357
H -0.829 1.574 1.005
H -4.933 2.726 1.880
H -0.340 6.257 -0.077
```

Results
Spin multiplicity: 1
Lowest unoccupied orbital energy: 2.1 eV
Strongest force on any atom: 5.95 eV Å⁻¹
Molecular weight: 521.3 Da
Net charge: -1

natural (NBO) population analysis, charges in e, atoms 1 to 2: atom 1 (I): 0.243, atom 2 (S): 0.184

***

5.
Formula: C3H7ClS
Source: the OMol25 dataset
Level of theory: ωB97M-V/def2-TZVPD

```
12
C3H7ClS ωB97M-V/def2-TZVPD
Cl 2.735 0.286 -0.383
S 0.920 -0.368 0.406
C -0.032 0.757 -1.710
C 0.752 0.272 1.978
C -1.183 0.585 -1.425
H 1.063 -0.511 2.703
H 0.597 0.664 -2.651
H 1.555 1.026 2.287
H -1.686 -0.301 -1.971
H 0.454 1.740 -1.257
H -0.233 0.615 2.161
H -1.702 1.131 -0.713
```

Results
Spin multiplicity: 1
Lowest unoccupied orbital energy: 0.0 eV
SMILES: CSCl.C=C
Strongest force on any atom: 14.10 eV Å⁻¹
Molecular weight: 110.6 Da

natural (NBO) population analysis, charges in e, atoms 1 to 2: atom 1 (Cl): -0.185, atom 2 (S): 0.323

***

6.
Formula: H28KrO14
Source: the OMol25 dataset
Level of theory: ωB97M-V/def2-TZVPD

```
43
H28KrO14 ωB97M-V/def2-TZVPD
Kr 24.909 2.205 -8.470
O 27.462 0.706 -11.559
O 22.137 -0.122 -8.226
O 25.722 -1.064 -8.384
O 23.091 1.227 -12.447
O 27.572 1.337 -5.368
O 25.077 4.722 -5.023
O 28.127 0.991 -8.956
O 23.693 -0.243 -5.861
O 25.366 5.495 -7.777
O 28.175 3.362 -7.752
O 22.209 3.530 -11.146
O 22.720 4.616 -8.450
O 24.806 1.875 -4.416
O 25.007 -0.318 -10.980
H 26.565 0.389 -11.457
H 24.245 5.196 -5.021
H 25.148 -1.135 -7.621
H 23.332 -0.059 -6.729
H 21.546 -0.873 -8.177
H 25.708 1.581 -4.541
H 28.870 0.389 -9.002
H 23.580 -1.187 -5.749
H 28.185 0.674 -5.686
H 22.845 2.038 -12.002
H 23.603 0.743 -11.798
H 25.125 -1.198 -11.336
H 25.100 -0.428 -10.033
H 22.216 4.099 -7.821
H 27.714 1.000 -10.684
H 26.221 -1.881 -8.385
H 24.488 5.170 -7.975
H 27.695 2.081 -5.959
H 22.437 3.587 -10.218
H 27.481 0.535 -8.417
H 21.600 0.584 -8.587
H 21.261 3.399 -11.153
H 28.249 2.492 -8.145
H 27.358 3.715 -8.103
H 25.458 5.377 -6.831
H 22.223 5.429 -8.545
H 24.274 1.201 -4.840
H 24.830 3.802 -4.928
```

Results
Spin multiplicity: 1
Lowest unoccupied orbital energy: -0.7 eV
Strongest force on any atom: 0.99 eV Å⁻¹
Molecular weight: 336.0 Da

natural (NBO) population analysis, charges in e, atoms 1 to 2: atom 1 (Kr): 0.002, atom 2 (O): -0.992

***

7.
Formula: C3H8NS
Source: the OMol25 dataset
Level of theory: ωB97M-V/def2-TZVPD

```
13
C3H8NS ωB97M-V/def2-TZVPD
S -1.582 -1.848 1.275
N 0.466 1.022 -1.749
C -0.276 -0.629 1.594
C 0.554 -0.189 0.376
C -0.259 0.077 -0.891
H 1.191 0.667 0.652
H 1.270 -0.989 0.166
H -0.387 -0.873 -1.385
H -0.707 0.254 2.083
H 0.593 1.864 -1.210
H -1.277 0.391 -0.644
H 0.432 -0.997 2.337
H -0.017 1.250 -2.604
```

Results
Spin multiplicity: 1
Lowest unoccupied orbital energy: 4.2 eV
SMILES: NCCC[S-]
Strongest force on any atom: 0.48 eV Å⁻¹
Molecular weight: 90.2 Da
Net charge: -1

natural (NBO) population analysis, charges in e, atoms 1 to 2: atom 1 (S): -0.728, atom 2 (N): -0.850

***

8.
Formula: CH3F3N2S
Source: the OMol25 dataset
Level of theory: ωB97M-V/def2-TZVPD

```
10
CH3F3N2S ωB97M-V/def2-TZVPD
S -0.391 -0.507 0.679
F 2.359 -0.847 0.045
F 1.380 0.442 -1.369
F 1.872 1.164 0.607
N -1.014 -1.518 -0.277
N -1.305 0.915 0.315
C 1.397 0.096 -0.090
H -1.368 -2.421 0.217
H -0.969 1.960 0.232
H -1.959 0.716 -0.360
```

Results
Spin multiplicity: 1
Lowest unoccupied orbital energy: 0.7 eV
Strongest force on any atom: 4.38 eV Å⁻¹
Molecular weight: 132.1 Da

natural (NBO) population analysis, charges in e, atoms 1 to 2: atom 1 (S): 1.189, atom 2 (F): -0.330

***

9.
Formula: C23H42N3OP2Ti
Source: the OMol25 dataset
Level of theory: ωB97M-V/def2-TZVPD

```
72
C23H42N3OP2Ti ωB97M-V/def2-TZVPD
Ti 0.130 0.131 -0.530
P 0.361 2.405 0.185
P 0.056 -1.953 -1.663
O -2.650 -0.317 0.998
N 0.255 -1.141 1.855
N -0.039 0.173 6.954
N 1.417 0.682 -2.156
C -0.719 3.607 2.363
C -1.029 -0.713 3.819
C 0.110 -0.204 4.397
C -1.227 -2.276 -2.894
C -0.756 -3.626 0.459
C 0.481 2.828 1.911
C -0.021 0.191 5.784
C -2.218 3.401 -0.133
C 0.331 -3.392 -0.575
C 1.422 -1.018 2.536
C -0.772 3.590 -0.625
C 1.965 2.081 -2.082
C 0.705 1.689 2.856
C -2.434 -2.932 -2.226
C 0.571 -4.624 -1.434
C -1.670 -0.138 0.413
C 1.641 -1.724 -2.567
C 2.388 -0.429 -2.271
C -0.588 -3.164 -3.958
C 1.999 2.572 -0.637
C -0.866 -1.307 2.581
C -0.259 5.029 -0.422
C 1.327 -0.658 3.873
H 2.404 -1.080 2.061
H -1.257 -3.988 -4.205
H -2.503 4.182 0.580
H 1.312 2.713 -2.701
H 1.706 1.240 2.822
H 1.397 3.377 1.975
H -2.676 -2.473 -1.263
H -0.738 3.335 -1.698
H 1.423 -4.508 -2.108
H 2.287 -2.577 -2.340
H -1.657 3.077 2.202
H -1.676 -4.046 0.050
H 0.092 5.461 -1.364
H -1.128 0.729 -1.559
H -0.386 -4.293 1.243
H 0.565 5.098 0.299
H -1.026 -2.704 0.955
H -2.906 3.471 -0.981
H 2.738 2.006 -0.049
H -0.658 3.850 3.422
H 0.768 0.648 -2.950
H -2.248 -4.000 -2.079
H 2.953 -0.485 -1.331
H 2.158 -0.597 4.512
H 2.289 3.625 -0.606
H -0.375 -2.598 -4.867
H -1.991 -0.813 4.340
H -0.309 -4.891 -2.027
H 3.106 -0.183 -3.069
H 0.476 1.948 3.893
H -0.749 4.538 1.813
H -0.021 0.969 2.517
H 1.258 -3.128 -0.039
H -1.763 -1.800 2.283
H 2.964 2.077 -2.537
H 1.413 -1.777 -3.639
H -2.373 2.420 0.330
H -1.532 -1.314 -3.339
H 0.792 -5.479 -0.791
H -3.319 -2.851 -2.865
H 0.354 -3.610 -3.629
H -1.073 5.671 -0.069
```

Results
Spin multiplicity: 3
Lowest unoccupied orbital energy (spin up / spin down): -3.4 / -3.5 eV
⟨S²⟩: 2.01
Strongest force on any atom: 2.79 eV Å⁻¹
Molecular weight: 486.4 Da
Net charge: +1

Mulliken population analysis, charges in e, atoms 1 to 2: atom 1 (Ti): -2.256, atom 2 (P): 1.014

***

10.
Formula: C25H35N3O5PRbSi
Source: the OMol25 dataset
Level of theory: ωB97M-V/def2-TZVPD

```
71
C25H35N3O5PRbSi ωB97M-V/def2-TZVPD
Rb 0.200 -0.269 -0.586
P -1.540 1.348 -2.852
Si -0.060 -3.994 0.011
O -0.041 2.015 -3.158
O -3.739 0.777 -2.059
O -2.224 1.644 -4.359
O -1.038 -0.161 -3.224
O -2.303 0.123 3.079
N -2.634 0.445 1.743
N -3.408 0.616 -0.799
N 2.547 1.497 1.588
C 2.231 1.647 2.888
C 1.380 -5.223 -0.497
C 0.901 1.958 3.238
C -1.926 -1.253 -3.284
C 4.515 1.239 3.559
C 3.396 0.461 -1.087
C 0.700 1.799 -4.334
C 3.191 1.540 3.938
C 1.484 2.049 5.574
C 0.541 2.154 4.553
C -1.591 -5.122 -0.461
C 4.822 1.120 2.228
C 5.090 1.052 -2.778
C 2.793 1.743 5.271
C 3.900 0.451 -2.394
C -3.887 0.505 1.485
C -5.746 1.129 -0.148
C 5.353 1.848 -0.548
C 4.178 1.193 -0.163
C -4.932 0.287 2.551
C 3.814 1.273 1.251
C -3.375 2.424 -4.490
C -0.085 -4.287 1.934
C -4.300 0.765 0.126
C 5.812 1.782 -1.848
H -3.127 3.407 -4.910
H -0.964 -3.814 2.367
H -2.708 -1.158 -2.534
H 5.835 0.895 1.922
H -6.090 1.930 0.507
H 1.358 -5.437 -1.566
H 6.725 2.301 -2.132
H 1.336 -6.179 0.031
H 0.169 2.035 2.445
H -0.109 -5.342 2.222
H -2.510 -4.696 -0.063
H -0.487 2.390 4.798
H 3.354 -0.093 -3.162
H 5.456 0.973 -3.801
H -4.055 1.912 -5.181
H -1.715 -5.184 -1.541
H 0.784 -3.837 2.410
H -5.809 1.461 -1.184
H 3.534 1.665 6.059
H 0.156 1.157 -5.028
H 1.655 1.333 -4.083
H -1.345 0.010 3.028
H -5.111 1.220 3.087
H -3.872 2.551 -3.530
H 5.904 2.462 0.162
H 1.187 2.207 6.604
H -1.514 -6.147 -0.088
H 5.273 1.118 4.324
H -1.348 -2.164 -3.110
H -6.402 0.265 -0.028
H 2.347 -4.771 -0.285
H -2.395 -1.303 -4.273
H -4.550 -0.443 3.263
H -5.869 -0.064 2.132
H 0.884 2.766 -4.811
```

Results
Spin multiplicity: 1
Lowest unoccupied orbital energy: 4.1 eV
Strongest force on any atom: 1.47 eV Å⁻¹
Molecular weight: 602.1 Da
Net charge: -2

Mulliken population analysis, charges in e, atoms 1 to 2: atom 1 (Rb): 0.758, atom 2 (P): 0.208